74
Properties=species:S:1:pos:R:3 method="wB97M-V/def2-TZVPD" orbital_gap_ha=0.329 molar_mass_g_mol=546.5 max_force_ev_per_a=4.826 total_charge=+1 homo_energy_ev=-11.636
C 0.21 3.32 2.87
C -0.41 2.23 2.37
C 0.39 0.90 2.07
N -0.36 0.16 1.01
C 0.13 0.33 -0.39
C 0.83 1.68 -0.73
C 2.38 1.68 -0.62
C 3.01 2.98 -0.35
C 4.44 3.14 -0.26
C 5.32 1.98 -0.42
C 4.73 0.69 -0.69
C 5.60 -0.59 -0.85
C 3.27 0.55 -0.79
C -1.03 -0.06 -1.42
C -2.01 1.17 -1.69
O -2.90 1.41 -0.57
C -3.36 2.74 -0.71
C -3.30 3.75 0.49
O -3.84 3.14 -1.73
P -0.25 -0.42 -3.11
O -0.41 0.83 -3.93
O -0.99 -1.62 -3.95
O 1.40 -0.65 -3.03
N -1.85 -1.12 -0.83
C -3.03 -1.58 -1.56
C -4.41 -1.33 -0.89
N -4.64 -0.82 0.26
C -1.21 -2.08 0.05
P -0.14 -3.39 -0.78
O -0.73 -3.87 -2.06
O 1.42 -2.93 -1.12
O -0.21 -4.74 0.24
C -0.53 -1.33 1.30
C 0.82 -1.96 1.77
C -1.55 -1.49 2.53
C -1.35 -2.83 3.34
H -0.35 4.18 3.28
H 1.32 3.32 2.89
H -1.51 2.29 2.21
H 0.39 0.38 3.07
H 1.46 1.09 1.84
H -1.34 0.52 1.05
H 0.91 -0.47 -0.54
H 0.46 2.57 -0.17
H 0.60 1.90 -1.81
H 2.36 3.89 -0.24
H 4.85 4.16 -0.08
H 6.42 2.13 -0.32
H 6.46 -0.49 -0.13
H 5.03 -1.53 -0.63
H 6.03 -0.64 -1.88
H 2.86 -0.46 -1.00
H -2.65 0.93 -2.58
H -1.47 2.11 -1.96
H -4.20 4.42 0.49
H -2.36 4.35 0.39
H -3.27 3.15 1.43
H -0.31 -2.32 -4.06
H 1.84 0.13 -3.42
H -2.95 -2.70 -1.69
H -3.12 -1.19 -2.61
H -5.31 -1.63 -1.49
H -3.73 -0.57 0.66
H -2.05 -2.68 0.51
H 1.93 -3.74 -1.26
H 0.73 -4.96 0.41
H 0.84 -3.07 1.83
H 1.15 -1.60 2.79
H 1.67 -1.67 1.09
H -2.61 -1.51 2.16
H -1.49 -0.65 3.26
H -0.54 -2.74 4.10
H -2.30 -3.04 3.90
H -1.13 -3.71 2.67

***

62
Properties=species:S:1:pos:R:3 method="wB97M-V/def2-TZVPD" orbital_gap_ha=0.347 molar_mass_g_mol=330.6 relative_energy_kcal_mol=3.9 max_force_ev_per_a=0.683 homo_energy_ev=-8.651
C 4.15 -6.14 -0.38
C 3.56 -4.82 -0.80
O 4.20 -3.96 -1.35
C 2.09 -4.66 -0.47
H 1.92 -4.98 0.56
C 1.58 -3.24 -0.70
C 0.12 -3.14 -0.40
C -0.86 -2.84 -1.24
C -2.29 -2.82 -0.79
H -2.85 -3.63 -1.26
H -2.37 -2.93 0.29
H -2.77 -1.88 -1.07
C -0.67 -2.48 -2.69
H 0.22 -2.96 -3.10
H -1.53 -2.84 -3.26
C -0.55 -0.96 -2.88
C 0.73 -0.43 -2.31
C 0.89 0.25 -1.18
C 2.24 0.70 -0.72
H 3.02 0.42 -1.44
H 2.48 0.24 0.24
H 2.26 1.78 -0.59
C -0.25 0.66 -0.29
H 0.12 0.79 0.73
H -1.01 -0.12 -0.26
C -0.88 1.98 -0.75
C -1.95 2.44 0.19
C -2.40 3.68 0.30
C -1.87 4.81 -0.53
H -2.20 4.70 -1.57
H -2.22 5.77 -0.16
H -0.78 4.82 -0.54
C -3.44 4.04 1.32
H -4.04 3.16 1.57
H -4.11 4.81 0.92
C -2.78 4.57 2.61
C -2.01 3.48 3.30
C -0.71 3.25 3.25
C 0.30 4.09 2.52
H 0.72 3.51 1.70
H -0.14 4.99 2.11
H 1.11 4.36 3.19
C -0.10 2.08 3.96
H -0.87 1.47 4.45
H 0.45 1.45 3.26
H 0.60 2.41 4.72
H -2.64 2.79 3.85
H -3.56 4.93 3.28
H -2.14 5.42 2.37
H -2.38 1.67 0.81
H -0.10 2.74 -0.83
H -1.29 1.85 -1.76
H 1.61 -0.68 -2.90
H -1.41 -0.47 -2.43
H -0.57 -0.74 -3.96
H -0.14 -3.37 0.63
H 2.13 -2.56 -0.03
H 1.81 -2.94 -1.72
H 1.53 -5.35 -1.11
H 5.11 -6.29 -0.86
H 4.31 -6.12 0.70
H 3.48 -6.96 -0.61

***

103
Properties=species:S:1:pos:R:3 method="wB97M-V/def2-TZVPD" orbital_gap_ha=0.058 molar_mass_g_mol=1178.8 max_force_ev_per_a=6.954 homo_energy_ev=-7.505
C 1.68 1.94 -1.36
O 0.48 1.25 -1.58
C 0.61 0.34 -2.72
C -0.59 0.39 -3.66
C -0.65 1.52 -4.70
C -1.24 2.82 -4.19
C -2.77 2.75 -4.00
C -3.23 3.96 -3.17
S -4.16 3.56 -1.66
O -5.04 4.68 -1.52
O -3.26 3.49 -0.53
N -5.11 2.25 -1.89
S -4.54 0.92 -1.18
O -5.04 0.78 0.15
O -3.11 0.70 -1.24
C -5.23 -0.50 -2.18
F -4.56 -1.57 -1.78
F -6.54 -0.63 -2.00
C -4.97 -0.35 -3.70
F -5.51 0.78 -4.23
F -3.72 -0.48 -4.01
F -5.60 -1.39 -4.32
H 2.50 1.23 -1.22
H 1.59 2.57 -0.45
H 1.88 2.54 -2.28
H 0.69 -0.64 -2.27
H 1.55 0.54 -3.24
H -0.53 -0.53 -4.24
H -1.50 0.34 -3.06
H 0.31 1.73 -5.17
H -1.33 1.17 -5.48
H -1.04 3.62 -4.90
H -0.82 3.13 -3.22
H -3.22 2.74 -5.00
H -2.98 1.78 -3.55
H -3.95 4.49 -3.79
H -2.42 4.64 -2.94
K -5.84 0.63 -6.45
Mg 0.39 3.91 -1.30
F 1.64 -1.77 1.01
P 0.33 -2.82 0.99
F -0.25 -1.87 2.22
F -0.63 -3.78 0.01
F 0.03 -3.97 2.15
F 1.55 -3.84 0.50
F -0.37 -1.67 0.00
O 3.65 2.01 1.45
P 4.24 1.69 2.83
N 2.74 1.49 3.65
C 2.44 1.83 5.03
C 1.93 0.35 3.21
N 4.95 3.27 3.06
C 4.26 4.32 3.81
C 5.48 3.84 1.84
N 5.19 1.06 4.12
C 5.12 -0.39 4.34
C 6.01 1.77 5.08
H 2.89 1.15 5.76
H 1.36 1.80 5.19
H 2.73 2.85 5.28
H 2.30 -0.60 3.61
H 1.92 0.27 2.12
H 0.89 0.46 3.51
H 3.24 4.49 3.44
H 4.81 5.26 3.73
H 4.25 4.10 4.87
H 4.70 4.28 1.21
H 5.98 3.04 1.27
H 6.22 4.61 2.06
H 4.40 -0.64 5.12
H 6.09 -0.81 4.62
H 4.82 -0.90 3.42
H 5.40 2.19 5.88
H 6.60 2.57 4.62
H 6.74 1.11 5.54
O -1.66 6.96 -1.09
H -2.16 6.48 -0.40
C 7.69 -0.62 7.58
O 7.82 -0.41 8.77
O 6.63 -1.01 7.03
O 8.58 -0.48 6.71
C -1.12 -3.82 -3.53
Cl -1.41 -3.26 -5.20
Cl -1.46 -5.54 -3.41
Cl 0.57 -3.53 -3.11
Cl -2.17 -2.94 -2.43
C -4.71 -6.29 -1.52
C -5.95 -6.08 -1.06
C -6.63 -7.04 -0.14
O -7.75 -6.79 0.26
C -5.91 -8.25 0.24
C -4.67 -8.47 -0.21
C -3.98 -7.49 -1.12
O -2.85 -7.73 -1.49
O -3.97 -9.56 0.11
O -6.66 -5.00 -1.40
H -4.22 -5.60 -2.18
H -6.41 -8.95 0.90
H -3.12 -9.46 -0.35
H -7.51 -5.09 -0.94
Al 6.16 2.20 -0.57
O 4.86 5.09 -2.44
H 5.15 4.85 -1.54

***

no.,LUMO level (eV)
1,-2.7
2,0.8
3,-5.9